Density functional theory data (wB97M-V/def2-TZVPD) for C59H55F2N4OP2RbS as an isolated structure in a non-equilibrium geometry.

```
125
Properties=species:S:1:pos:R:3:forces:R:3
Rb -0.5088 -1.0612 0.6057 0.5 -0.6 0.5
C 0.2290 -3.6708 -2.8643 0.1 -0.1 -0.2
C 1.4916 -4.2347 -2.2015 -0.2 0.0 0.2
C 1.7642 -3.6533 -0.8015 0.4 -0.3 -0.1
N 0.6099 -3.7514 0.0332 -0.2 0.0 0.1
C 0.2678 -4.8346 0.6606 0.5 0.4 -0.6
C 1.1050 -5.9813 0.7828 0.5 -0.1 -0.1
C 0.9019 -7.2219 1.3348 -0.2 -0.1 0.0
C -0.2702 -7.8000 1.8020 0.1 -0.6 0.2
C -1.5296 -7.2049 1.8035 0.0 0.0 0.0
C -1.8863 -5.9083 1.5332 -0.6 -0.2 0.0
C -1.0948 -4.7389 1.2672 -0.4 0.6 0.5
N -1.4942 -3.5230 1.4312 0.1 -0.3 -0.1
C -2.7885 -3.1681 1.9271 -0.4 -0.5 0.2
C -3.7787 -2.8033 0.7990 0.0 0.0 0.1
C -3.7572 -1.3244 0.3457 -0.7 -0.1 -0.1
N -2.8664 -1.1124 -0.7448 -0.1 0.1 -0.3
C -3.1963 -0.8048 -1.9551 -0.3 -0.2 0.7
C -4.5437 -0.6782 -2.4244 -0.6 -0.2 0.3
C -5.0897 -0.3126 -3.6282 0.0 0.1 -0.1
C -4.4779 0.0728 -4.8166 -0.3 0.2 -0.5
C -3.1097 0.1172 -5.0437 -0.1 0.0 0.0
C -2.0735 -0.2117 -4.2061 0.4 0.2 -0.4
C -2.0093 -0.6673 -2.8530 0.9 -0.2 -0.2
N -0.9007 -1.0091 -2.2772 -0.2 0.0 0.2
C 0.3450 -1.1115 -2.9615 0.2 0.1 -0.5
C 0.4284 -2.4325 -3.7446 -0.1 0.1 0.1
H -0.4863 -3.4200 -2.0818 -0.2 -0.1 0.0
H -0.2179 -4.4590 -3.4800 0.0 0.0 0.0
H 2.3662 -4.0633 -2.8400 0.1 -0.1 -0.1
H 1.3645 -5.3168 -2.0884 0.1 0.0 0.0
H 1.9944 -2.5852 -0.9027 0.1 -0.1 0.0
H 2.6701 -4.1471 -0.3931 -0.1 0.2 -0.1
H 2.1140 -5.8249 0.4130 0.0 0.0 0.0
H 1.7787 -7.8697 1.3552 0.0 0.1 0.0
H -0.2084 -8.8284 2.1486 0.0 0.0 0.0
H -2.3452 -7.8774 2.0795 0.0 0.2 -0.1
H -2.9557 -5.7209 1.5659 0.1 0.0 0.1
H -2.6516 -2.2904 2.5707 -0.1 0.0 0.1
H -3.2443 -3.9568 2.5572 0.1 0.2 -0.1
H -4.7917 -3.0450 1.1420 0.0 0.0 0.0
H -3.5640 -3.4311 -0.0684 -0.1 0.0 0.0
H -3.3804 -0.7211 1.1837 -0.2 0.0 0.1
H -4.8034 -1.0037 0.1579 0.3 0.0 0.1
H -5.2909 -0.9532 -1.6859 0.1 0.0 0.0
H -6.1805 -0.3205 -3.6720 0.1 0.0 0.1
H -5.1307 0.3442 -5.6433 0.0 0.0 0.0
H -2.8109 0.4402 -6.0432 0.0 0.0 0.1
H -1.0979 -0.0952 -4.6680 0.0 0.0 0.0
H 1.1334 -1.0986 -2.2005 0.1 0.0 -0.1
H 0.5595 -0.2689 -3.6507 0.0 -0.1 0.1
H 1.3799 -2.4903 -4.2894 0.0 0.0 0.0
H -0.3803 -2.4046 -4.4818 0.1 0.0 -0.1
O -0.7341 1.5089 -0.4035 -1.1 -0.1 -0.8
S 0.6935 1.6553 -0.1062 0.6 1.5 -0.3
C 0.7245 3.3558 0.5569 0.1 0.0 0.3
C 1.6223 4.3363 0.1773 0.1 0.1 -0.1
C 1.5115 5.6178 0.6924 0.0 0.0 -0.1
C 0.4766 5.9197 1.5628 0.0 0.1 0.0
C -0.4202 4.9368 1.9402 0.0 0.0 -0.1
C -0.2991 3.6345 1.4605 0.1 -0.2 -0.2
P -1.4172 2.2547 1.9708 -0.5 0.4 0.6
C -1.8700 3.0148 3.5977 0.0 -0.2 0.0
C -0.9457 2.7789 4.6125 0.0 -0.1 -0.1
C -1.1443 3.2785 5.8848 0.1 0.1 0.1
C -2.2685 4.0405 6.1615 0.0 0.0 0.1
C -3.1915 4.2874 5.1592 -0.1 0.1 0.1
C -2.9996 3.7742 3.8867 0.0 -0.1 -0.1
C -2.9002 2.6952 0.9989 0.0 -0.1 0.0
C -2.8652 3.5334 -0.1076 0.0 0.0 0.1
C -4.0004 3.7302 -0.8716 -0.1 0.1 -0.1
C -5.1807 3.0828 -0.5503 -0.1 0.0 -0.1
C -5.2234 2.2442 0.5517 -0.2 0.0 0.0
C -4.0923 2.0541 1.3231 0.1 0.0 0.0
C 1.5089 2.0448 -1.6589 0.7 -0.3 -0.1
C 0.9550 2.9148 -2.5797 -0.2 0.0 0.2
C 1.6206 3.1760 -3.7625 0.2 -0.1 -0.1
C 2.8253 2.5296 -4.0309 -0.3 0.1 0.0
C 3.3479 1.6151 -3.1338 0.1 0.0 0.1
C 2.7192 1.3849 -1.9122 -0.6 -0.1 -0.1
P 3.1511 0.0331 -0.7576 0.6 0.4 0.4
C 3.4065 0.9879 0.7956 0.3 -0.3 0.0
C 3.0617 0.3249 1.9714 0.1 -0.2 -0.4
C 3.2162 0.9452 3.1952 0.1 0.1 0.3
C 3.7247 2.2333 3.2606 0.0 -0.1 0.0
C 4.0704 2.8993 2.0944 0.1 0.2 0.0
C 3.9159 2.2825 0.8680 0.0 -0.1 -0.1
C 4.8997 -0.2595 -1.2369 0.2 -0.2 0.0
C 5.8739 0.7362 -1.3640 -0.3 -0.2 0.0
C 7.1757 0.4048 -1.6811 0.2 0.1 -0.1
C 7.5350 -0.9196 -1.8833 -0.2 -0.2 0.0
C 6.5751 -1.9169 -1.7593 0.5 0.0 -0.1
C 5.2754 -1.5887 -1.4310 -0.4 0.3 0.0
H 2.3928 4.1115 -0.5423 0.1 0.0 0.0
H 2.2214 6.3800 0.4003 0.0 0.0 0.0
H 0.3650 6.9269 1.9431 0.0 0.0 0.0
H -1.2317 5.1846 2.6088 0.0 0.0 0.1
H -0.0720 2.1851 4.3861 0.1 -0.2 0.1
H -0.4276 3.0668 6.6663 0.1 0.0 0.0
H -2.4276 4.4379 7.1564 0.0 0.0 0.0
H -4.0678 4.8875 5.3717 -0.1 0.0 0.0
H -3.7292 3.9779 3.1135 0.0 0.0 0.0
H -1.9446 4.0299 -0.3738 0.1 0.0 -0.1
H -3.9641 4.3892 -1.7299 0.0 0.0 -0.1
H -6.0601 3.2323 -1.1636 0.0 -0.1 0.0
H -6.1414 1.7336 0.8059 -0.1 -0.1 0.0
H -4.1236 1.4074 2.1920 0.0 -0.1 0.0
H 0.0019 3.3702 -2.3579 -0.2 0.1 0.0
H 1.2033 3.8664 -4.4829 0.0 0.0 0.0
H 3.3460 2.7283 -4.9579 0.0 0.0 -0.1
H 4.2522 1.0741 -3.3798 0.0 0.0 0.0
H 2.6387 -0.6730 1.9261 -0.1 0.1 0.2
H 2.9184 0.4233 4.0896 -0.2 -0.1 0.1
H 3.8396 2.7251 4.2168 0.0 0.0 0.1
H 4.4529 3.9114 2.1420 0.0 0.1 0.0
H 4.1716 2.8167 -0.0374 0.0 0.1 0.0
H 5.6095 1.7726 -1.2196 0.0 0.1 0.0
H 7.9226 1.1839 -1.7748 0.0 0.0 0.0
H 8.5556 -1.1743 -2.1354 0.0 0.0 0.0
H 6.8477 -2.9511 -1.9210 0.0 -0.1 0.0
H 4.5245 -2.3597 -1.3225 0.0 -0.1 0.0
F 0.9184 -0.7241 5.0789 0.0 0.0 0.7
C 0.5360 -0.8944 3.7192 1.0 0.0 -1.3
F -0.7164 -0.2113 3.6640 -0.8 -0.1 0.2
H 0.2654 -1.9639 3.6430 -0.4 0.0 0.4
```
Positions in Å, forces in eV/Å.

Values from the calculation:
Net charge: -2
HOMO energy (eV): -0.74
Kohn-Sham gap (eV): 4.2099
Spin multiplicity: 1